(1)
Entry from the Open Molecules 2025 dataset: a 3-piece molecular cluster, C16H34N2O6P2S overall at a distorted geometry (ωB97M-V with the def2-TZVPD basis set).

XYZ file:
```
61
Properties=species:S:1:pos:R:3:forces:R:3:nbo_charge:R:1
O -8.0636 0.7513 3.4225 3.62 7.33 -6.66 -0.45
C -7.5517 1.6831 2.5774 -1.56 -3.61 4.04 0.76
O -8.2510 2.2667 1.3846 3.99 -0.73 0.17 -0.48
C -7.1666 2.7943 0.5421 2.98 1.84 -6.01 0.75
O -7.0500 2.9785 -0.7753 -2.36 -1.54 8.47 -0.48
C -5.8101 3.1954 1.3723 -3.85 -3.46 4.42 -0.46
P -4.3298 4.3054 0.8516 3.32 0.16 -2.37 2.18
O -3.0870 3.5013 0.2965 -4.99 3.20 2.38 -0.96
O -3.9475 5.2977 2.2722 -2.53 -2.65 -1.90 -0.92
O -4.9886 5.4433 -0.3424 -0.35 -2.52 4.13 -0.89
C -6.0756 2.4511 2.6470 0.44 3.07 -3.33 -0.33
P -4.8397 2.4756 4.1289 -0.35 -3.53 0.44 0.74
S -4.3963 0.5816 4.5049 -0.15 1.01 -0.27 -0.52
H -4.7018 5.1408 2.9206 1.26 0.55 -1.05 0.49
H -5.8969 5.6645 0.0506 1.56 -0.13 -1.03 0.49
H -3.6079 3.1750 3.8426 -1.28 0.39 -0.20 0.07
H -5.4975 2.9696 5.3218 0.27 0.61 -1.23 0.04
C -2.7684 0.1267 0.9869 0.05 -0.08 -0.01 -0.61
C -1.6187 0.4450 0.0332 -0.02 -0.18 0.11 -0.22
N -0.8191 -0.7242 -0.3453 0.37 -0.13 -0.02 -0.45
C 0.4317 -0.3731 -1.0279 -0.07 0.04 0.37 -0.21
C 0.3264 0.3103 -2.3859 0.15 0.07 -0.39 -0.64
C -1.5530 -1.8496 -0.9295 -0.05 0.03 0.33 -0.22
C -2.3633 -1.5854 -2.1941 -0.16 -0.13 -0.35 -0.64
H -2.4073 -0.3763 1.8904 -0.06 0.02 -0.17 0.22
H -3.2603 1.0568 1.2949 0.15 -0.13 -0.11 0.20
H -3.5283 -0.5012 0.5151 0.02 -0.02 0.05 0.20
H -0.9685 1.1629 0.5511 0.09 -0.18 -0.25 0.20
H -2.0200 0.9622 -0.8437 -0.09 0.17 -0.05 0.17
H 1.0521 -1.2720 -1.1323 -0.22 -0.05 0.05 0.19
H 1.0063 0.2844 -0.3623 -0.21 -0.03 0.06 0.19
H 0.0460 -0.3945 -3.1723 -0.05 0.13 0.06 0.20
H 1.3022 0.7234 -2.6665 -0.09 -0.04 0.04 0.21
H -0.3875 1.1383 -2.3854 0.04 -0.10 0.03 0.21
H -2.2319 -2.2474 -0.1683 0.04 0.16 0.05 0.19
H -0.8576 -2.6775 -1.1245 0.10 0.30 0.07 0.19
H -2.9370 -0.6559 -2.1419 0.09 -0.06 0.03 0.21
H -3.0801 -2.3999 -2.3471 0.06 0.08 0.02 0.21
H -1.7273 -1.5536 -3.0813 -0.11 0.12 0.06 0.20
C 8.0095 -1.3213 -0.9991 -0.02 0.02 -0.02 -0.62
C 6.9656 -2.2616 -0.4002 -0.05 0.31 0.10 -0.21
N 5.7420 -1.5864 0.0434 -0.17 -0.03 0.27 -0.45
C 4.8727 -2.4420 0.8594 0.28 0.16 0.16 -0.21
C 4.2570 -3.6648 0.1899 -0.32 -0.27 -0.04 -0.63
C 5.0510 -0.7723 -0.9597 0.27 0.16 0.09 -0.22
C 4.5958 -1.4640 -2.2403 -0.26 -0.02 -0.30 -0.64
H 8.2686 -0.5187 -0.3001 -0.12 -0.09 -0.10 0.21
H 8.9256 -1.8809 -1.2214 -0.17 0.06 0.04 0.21
H 7.6671 -0.8746 -1.9357 0.04 0.01 0.07 0.20
H 7.4356 -2.7435 0.4676 -0.34 0.04 -0.02 0.20
H 6.7508 -3.0563 -1.1212 0.06 -0.17 -0.13 0.16
H 4.0683 -1.8338 1.2917 0.13 0.09 -0.20 0.19
H 5.4544 -2.7872 1.7242 0.11 0.10 -0.17 0.19
H 3.4340 -3.3904 -0.4743 0.13 -0.07 0.00 0.20
H 3.8370 -4.3299 0.9535 0.06 0.08 -0.08 0.21
H 4.9884 -4.2457 -0.3784 -0.05 0.08 0.03 0.20
H 5.7077 0.0584 -1.2376 0.10 -0.12 0.07 0.19
H 4.1831 -0.2823 -0.4976 0.17 -0.25 0.15 0.20
H 5.3568 -2.1321 -2.6532 -0.05 0.05 0.08 0.20
H 4.3767 -0.7110 -3.0056 0.03 -0.07 0.07 0.21
H 3.6774 -2.0343 -2.0862 0.14 -0.05 -0.06 0.20
```
Forces are in eV/Å.

Calculated values
LUMO level	-2.9909	eV
DFT total energy	-2271.70111	hartree
orbital gap	4.83	eV
strongest force on any atom	0.2050	Eh/bohr

=====

(2)
Entry from the Open Molecules 2025 dataset: one molecule with the formula C6H14N2 at a distorted geometry (ωB97M-V with the def2-TZVPD basis set).

XYZ file:
```
22
Properties=species:S:1:pos:R:3:forces:R:3:nbo_charge:R:1
C -2.1129 1.3754 0.7217 -0.58 1.12 2.59 -0.61
C -1.4931 0.0025 0.5237 -0.19 -0.36 3.32 -0.44
C -0.1021 0.1585 0.2268 6.58 0.82 0.40 -0.08
C 0.9869 0.0399 1.1239 -4.29 0.54 -3.56 -0.01
N 0.8478 -0.3976 2.3928 0.73 -0.69 2.47 -0.83
C 0.3288 0.5375 -1.2010 -1.40 0.76 -0.87 -0.45
C 0.6624 -0.7692 -1.9351 0.05 -1.42 -0.97 -0.21
N 2.0754 -1.1293 -1.6072 -2.24 0.38 -2.73 -0.86
H -3.1207 1.2652 1.1908 0.91 0.08 0.76 0.21
H -2.4927 1.8651 -0.0934 -0.16 0.94 -3.08 0.21
H -1.4485 2.2295 1.2187 -1.29 -2.36 -0.53 0.22
H -1.9524 -0.6312 -0.2267 -0.63 -0.04 0.10 0.22
H -1.5170 -0.4787 1.6094 -0.48 0.38 -2.37 0.18
H 1.9530 0.3828 0.7591 -0.04 -0.28 0.52 0.19
H -0.0317 -0.7411 2.7966 0.70 0.35 -0.86 0.39
H 1.6502 -0.9134 2.7269 -0.23 0.11 0.26 0.38
H 1.1403 1.2825 -1.3394 -0.15 -0.56 0.60 0.22
H -0.5446 1.0721 -1.6666 0.60 -0.67 0.06 0.21
H -0.1458 -1.4708 -1.5703 1.03 0.07 -0.01 0.16
H 0.5363 -0.8929 -3.0813 0.28 1.07 1.64 0.19
H 2.4002 -0.7338 -0.7988 0.76 0.68 2.25 0.35
H 2.3801 -2.0531 -1.7705 0.05 -0.92 0.00 0.36
```
Forces are in eV/Å.

Calculated values
LUMO level	0.9902	eV
DFT total energy	-346.43731	hartree
orbital gap	8.33	eV
strongest force on any atom	0.1292	Eh/bohr
energy above the lowest of the compared OMol25 structures with the same formula, charge and spin	235.9	kJ/mol

=====

Which value of LUMO level does entry 2 give?
0.9902 eV

=====

Number 2 is which compound?
C6H14N2

=====

Among the records above, which one has the lowest orbital gap?
C16H34N2O6P2S